No. 1
Density functional theory data (wB97M-V/def2-TZVPD) for 8 unconnected molecules or ions with the total composition H16O8.

The geometry in ORCA input format:
```
! RIJCOSX wB97M-V def2-TZVPD def2/J DEFGRID3
* xyz 0 1
O -2.191 -0.295 0.895
H -1.335 0.048 0.637
H -2.514 -0.744 0.114
O -0.529 2.901 -0.615
H -0.085 2.062 -0.497
H -0.395 3.117 -1.538
O -2.026 -1.164 -1.657
H -1.836 -2.097 -1.757
H -1.479 -0.736 -2.315
O 0.491 0.471 -0.013
H 0.753 0.238 0.878
H 0.636 -0.327 -0.522
O 1.540 1.897 2.632
H 1.814 2.021 3.540
H 2.143 2.439 2.123
O -0.479 -0.472 3.511
H 0.202 0.149 3.254
H -0.922 -0.052 4.249
O 1.697 -3.030 -1.043
H 0.777 -3.225 -1.219
H 1.929 -2.365 -1.691
O 0.300 -0.488 -2.858
H 1.200 -0.783 -3.001
H 0.309 0.437 -3.106
*
```

Results
* LUMO: -0.35 eV
* highest occupied orbital energy: -9.676 eV
* gap between HOMO and LUMO: 9.32 eV
* structure (SMILES): O.O.O.O.O.O.O.O
* molar mass: 144.120 g mol⁻¹
* relative energy (zero: lowest compared OMol25 entry of this formula, charge and spin): 60.1 kcal per mole

In elementary charge units, the Mulliken charges are: -0.671 0.385 0.366 -0.613 0.371 0.309 -0.622 0.279 0.326 -0.652 0.254 0.310 -0.583 0.285 0.285 -0.586 0.328 0.295 -0.608 0.324 0.265 -0.616 0.262 0.306

---

No. 2
Density functional theory data (wB97M-V/def2-TZVPD) for 7 unconnected molecules or ions with the total composition H16O8 in a non-equilibrium geometry.

The geometry in ORCA input format:
```
! RIJCOSX wB97M-V def2-TZVPD def2/J DEFGRID3
* xyz 0 1
H -1.393 0.044 -0.235
H -0.052 -0.670 -0.199
H -1.855 3.033 0.708
H -0.769 2.079 1.177
H 1.349 -0.232 -2.829
H 2.331 0.782 -3.392
H -0.184 0.211 -2.601
H 0.299 1.549 -3.135
H 1.252 0.747 0.968
H 2.557 0.504 0.227
H 2.681 -1.062 1.882
H 3.195 -1.913 0.732
H -3.446 0.963 0.862
H -4.516 -0.036 0.453
H -1.041 -3.833 3.493
H -0.345 -2.567 3.022
O -0.533 0.022 -0.668
O -1.348 2.263 0.428
O 1.790 0.026 -3.646
O 0.105 1.085 -2.314
O 2.150 0.420 1.096
O 2.923 -1.014 0.950
O -4.224 0.870 0.302
O -0.925 -3.273 2.717
*
```

Results
* LUMO: -0.01 eV
* highest occupied orbital energy: -8.462 eV
* gap between HOMO and LUMO: 8.45 eV
* molar mass: 144.120 g mol⁻¹
* relative energy (zero: lowest compared OMol25 entry of this formula, charge and spin): 195.1 kcal per mole

In elementary charge units, the Mulliken charges are: 0.223 0.299 0.278 0.297 0.372 0.304 0.325 0.319 0.231 0.328 0.302 0.217 0.304 0.320 0.316 0.310 -0.499 -0.583 -0.660 -0.657 -0.549 -0.548 -0.623 -0.625